Below is a 3-piece molecular cluster, C3H8N5 overall at a distorted geometry, with properties calculated with ωB97M-V with the def2-TZVPD basis set.

XYZ file:
```
16
Properties=species:S:1:pos:R:3
C -2.308 0.550 -1.563
C 2.218 0.378 -0.624
C -2.214 -0.621 -1.395
N -1.594 0.708 1.104
N 1.416 0.387 0.222
N 3.173 0.489 -1.467
N -0.073 -0.765 2.023
N -1.281 -0.288 1.688
H -2.678 1.338 -2.114
H -0.817 1.367 1.089
H -1.843 -1.559 -1.095
H 3.822 1.148 -1.373
H 3.052 0.015 -2.336
H 0.119 -1.543 2.702
H 0.726 -0.233 1.477
H -1.909 -1.118 1.774
```

Orbital gap in eV: 9.53
Net charge: +1
Max |F| in hartree/bohr: 0.1049
HOMO energy in eV: -13.73
Energy relative to the best compared isomer or geometry (same formula, charge and spin) in eV: 5.796
Calculated total energy in Ha: -392.43444

These are the natural (NBO) partial charges, in e, on atoms 1 to 6:
1. C -0.2148
2. C 0.5796
3. C -0.2283
4. N -0.1993
5. N -0.5363
6. N -0.7924